Version 1
Computed, not measured: a molecular structure, C4H4O2, with wB97M-V/def2-TZVPD.

## Properties
HOMO-LUMO gap, eV: 9.087
Highest occupied orbital energy, eV: -9.24
Lowest unoccupied orbital energy, eV: -0.158

Structure (ORCA input):
```
! RIJCOSX wB97M-V def2-TZVPD def2/J DEFGRID3
* xyz 0 1
O -2.06 -1.02 1.34
C -1.27 -0.39 0.69
O -1.22 0.69 0.06
C 0.34 1.13 -0.75
C 1.26 0.12 -0.53
C 1.14 -0.96 0.11
H -0.12 -0.96 0.57
H -0.12 1.23 -1.73
H 0.47 2.07 -0.22
H 1.58 -1.89 0.45
*
```

Version 2
Computed, not measured: C4H4O2 in the gas phase, with wB97M-V/def2-TZVPD.

## Properties
HOMO-LUMO gap, eV: 9.792
Highest occupied orbital energy, eV: -9.92
Lowest unoccupied orbital energy, eV: -0.124

Structure (ORCA input):
```
! RIJCOSX wB97M-V def2-TZVPD def2/J DEFGRID3
* xyz 0 1
C -1.07 -0.16 1.48
C 1.41 0.58 1.52
C 0.10 0.37 0.76
C 0.33 -0.08 -0.64
O -1.63 -1.17 1.16
O 0.68 1.65 1.40
H -1.32 0.35 2.41
H 0.37 -1.14 -0.82
H 1.13 0.43 -1.22
H -0.60 0.19 -1.14
*
```

Version 3
Computed, not measured: a molecular structure, C4H4O2, with wB97M-V/def2-TZVPD.

## Properties
HOMO-LUMO gap, eV: 10.189
Highest occupied orbital energy, eV: -9.16
Lowest unoccupied orbital energy, eV: 1.025

Structure (ORCA input):
```
! RIJCOSX wB97M-V def2-TZVPD def2/J DEFGRID3
* xyz 0 1
O -1.12 -0.67 1.17
C -0.41 -1.06 -0.04
C -0.93 0.29 0.20
C 0.45 0.97 0.26
O 1.40 0.19 0.99
C 0.96 -0.31 -0.23
H -0.98 -1.72 -0.69
H -1.61 0.67 -0.55
H 0.70 2.01 0.04
H 1.54 -0.37 -1.15
*
```

Version 4
Computed, not measured: a molecular structure, C4H4O2, with wB97M-V/def2-TZVPD.

## Properties
HOMO-LUMO gap, eV: 10.504
Highest occupied orbital energy, eV: -9.61
Lowest unoccupied orbital energy, eV: 0.892

Structure (ORCA input):
```
! RIJCOSX wB97M-V def2-TZVPD def2/J DEFGRID3
* xyz 0 1
O -1.54 -2.01 0.40
C -0.66 -1.21 0.37
O 0.68 -1.41 0.12
C 0.94 -0.01 0.39
C 0.07 0.79 -0.70
C -0.51 0.29 0.56
H 1.76 0.53 -0.02
H 0.27 1.86 -0.73
H 0.02 0.26 -1.64
H -1.03 0.91 1.26
*
```

We find version 4 to be the most stable, with the next structure 91.7 kJ/mol higher.

Version 1
Computed, not measured: C4H4O2 in the gas phase, with wB97M-V/def2-TZVPD.

## Properties
HOMO-LUMO gap, eV: 10.940
Highest occupied orbital energy, eV: -10.37
Lowest unoccupied orbital energy, eV: 0.573
SMILES: C#C[C@@H](O)C=O

Structure (ORCA input):
```
! RIJCOSX wB97M-V def2-TZVPD def2/J DEFGRID3
* xyz 0 1
O -0.57 1.61 0.22
C -0.19 0.31 0.56
C -1.22 -0.65 -0.07
O -1.96 -0.23 -0.92
C 1.14 -0.05 0.05
C 2.22 -0.35 -0.41
H -1.15 1.48 -0.55
H -0.20 0.19 1.65
H -1.25 -1.70 0.28
H 3.17 -0.61 -0.82
*
```

Version 2
Computed, not measured: C4H4O2 in the gas phase, with wB97M-V/def2-TZVPD.

## Properties
HOMO-LUMO gap, eV: 8.010
Highest occupied orbital energy, eV: -8.81
Lowest unoccupied orbital energy, eV: -0.795

Structure (ORCA input):
```
! RIJCOSX wB97M-V def2-TZVPD def2/J DEFGRID3
* xyz 0 1
O -0.48 2.36 -0.39
C -0.08 1.24 -0.24
C -0.82 0.00 0.26
C 0.34 -0.96 0.12
O 1.19 -0.46 -0.94
C 1.36 0.80 -0.67
H -1.70 -0.26 -0.33
H -1.12 0.15 1.30
H 0.26 -2.01 -0.09
H 1.03 -0.85 0.98
*
```

We find version 1 to be the most stable, with the next structure 126.3 kJ/mol higher.

Version 1
Computed, not measured: C3H8S2 in the gas phase, with wB97M-V/def2-TZVPD.

## Properties
HOMO-LUMO gap, eV: 6.922
Highest occupied orbital energy, eV: -8.63
Lowest unoccupied orbital energy, eV: -1.709
SMILES: CCCSS

Structure (ORCA input):
```
! RIJCOSX wB97M-V def2-TZVPD def2/J DEFGRID3
* xyz 0 1
C 1.05 -0.50 0.67
C 1.31 0.62 -0.44
C -0.49 -0.71 0.84
S -1.10 -0.76 -0.94
S -2.66 1.30 -0.69
H 1.48 -1.51 0.42
H 1.55 -0.31 1.61
H 0.65 0.58 -1.33
H 2.22 0.69 -0.98
H 0.96 1.62 -0.16
H -0.80 -1.58 1.31
H -1.06 0.10 1.33
H -3.12 0.47 -1.65
*
```

Version 2
Computed, not measured: a molecular structure, C3H8S2, with wB97M-V/def2-TZVPD.

## Properties
HOMO-LUMO gap, eV: 8.666
Highest occupied orbital energy, eV: -8.25
Lowest unoccupied orbital energy, eV: 0.416

Structure (ORCA input):
```
! RIJCOSX wB97M-V def2-TZVPD def2/J DEFGRID3
* xyz 0 1
C -2.29 -0.06 -0.04
C 0.15 -0.88 0.21
C 2.23 0.78 -0.29
H -3.18 -0.06 -0.89
H -2.25 -0.77 1.07
H -2.27 1.34 0.26
H -0.17 -1.85 0.91
H -0.05 -0.23 0.88
H 3.71 0.55 0.16
H 2.13 1.55 -1.39
H 1.34 0.96 0.74
S -0.99 -0.35 -1.01
S 1.63 -0.98 -0.59
*
```

Version 3
Computed, not measured: C3H8S2 in the gas phase, with wB97M-V/def2-TZVPD.

## Properties
HOMO-LUMO gap, eV: 8.230
Highest occupied orbital energy, eV: -8.75
Lowest unoccupied orbital energy, eV: -0.522
SMILES: CCSSC

Structure (ORCA input):
```
! RIJCOSX wB97M-V def2-TZVPD def2/J DEFGRID3
* xyz 0 1
C -1.20 -2.07 -0.70
C -0.31 -0.82 -0.61
S 0.41 -0.56 1.00
S 1.79 1.12 0.02
C 1.10 2.41 0.97
H -1.81 -2.12 -1.60
H -0.60 -2.98 -0.58
H -1.91 -2.10 0.15
H -0.83 0.01 -1.06
H 0.51 -1.09 -1.28
H 1.43 3.44 0.79
H 1.40 2.20 1.99
H 0.02 2.56 0.90
*
```

We find version 3 to be the most stable, with the next structure 153.8 kJ/mol higher.

Version 1
Computed, not measured: 2 unconnected molecules or ions with the total composition CH3Cl3Si, with wB97M-V/def2-TZVPD.

## Properties
HOMO-LUMO gap (spin up / spin down), eV: 7.235 / 8.715
Highest occupied orbital energy (spin up / spin down), eV: -9.15 / -8.87
Lowest unoccupied orbital energy (spin up / spin down), eV: -1.912 / -0.157

Structure (ORCA input):
```
! RIJCOSX wB97M-V def2-TZVPD def2/J DEFGRID3
* xyz 0 1
C -2.14 0.88 -0.29
Si 1.67 -0.69 0.27
Cl 1.44 -2.53 1.11
Cl 2.75 -0.88 -1.53
Cl 2.81 0.57 1.36
H -2.50 0.62 0.73
H -1.83 1.86 -0.53
H -2.21 0.17 -1.11
*
```

Version 2
Computed, not measured: CH3Cl3Si in the gas phase, with wB97M-V/def2-TZVPD.

## Properties
HOMO-LUMO gap, eV: 9.559
Highest occupied orbital energy, eV: -10.44
Lowest unoccupied orbital energy, eV: -0.883
SMILES: Cl[SiH2]C(Cl)Cl

Structure (ORCA input):
```
! RIJCOSX wB97M-V def2-TZVPD def2/J DEFGRID3
* xyz 0 1
C 0.86 0.29 -0.35
Si -0.66 -0.38 0.57
Cl 1.72 -0.92 -1.40
Cl 1.97 1.15 0.82
Cl -2.64 -0.06 -1.12
H 0.77 1.18 -0.93
H -0.82 -1.91 0.80
H -1.21 0.66 1.60
*
```

We find version 1 to be the most stable, with the next structure 136.8 kJ/mol higher.

Version 1
Computed, not measured: C4H3NO3 in the gas phase, with wB97M-V/def2-TZVPD.

## Properties
HOMO-LUMO gap, eV: 8.232
Highest occupied orbital energy, eV: -9.74
Lowest unoccupied orbital energy, eV: -1.511
SMILES: O=C1CNC(=O)C1=O

Structure (ORCA input):
```
! RIJCOSX wB97M-V def2-TZVPD def2/J DEFGRID3
* xyz 0 1
C 1.12 0.52 -0.06
C -0.18 0.98 0.60
C -0.64 -1.15 -0.43
C 0.84 -0.86 -0.62
H 0.04 1.34 1.66
H -0.46 1.94 0.16
H -2.05 -0.06 0.53
N -1.12 -0.08 0.30
O 2.11 1.20 -0.13
O -1.14 -2.14 -0.85
O 1.49 -1.69 -1.16
*
```

Version 2
Computed, not measured: C4H3NO3 in the gas phase, with wB97M-V/def2-TZVPD.

## Properties
HOMO-LUMO gap, eV: 11.018
Highest occupied orbital energy, eV: -10.82
Lowest unoccupied orbital energy, eV: 0.194
SMILES: O=C(O)c1ccon1

Structure (ORCA input):
```
! RIJCOSX wB97M-V def2-TZVPD def2/J DEFGRID3
* xyz 0 1
C -1.10 -1.05 0.70
C -0.15 -0.14 0.03
C 1.25 -0.30 -0.22
C 1.56 0.92 -0.73
H -2.47 0.33 0.49
H 1.78 -1.24 0.00
H 2.43 1.50 -1.03
N -0.63 1.00 -0.38
O -2.36 -0.57 0.83
O -0.80 -2.14 1.15
O 0.49 1.69 -0.85
*
```

Version 3
Computed, not measured: C4H3NO3 in the gas phase, with wB97M-V/def2-TZVPD.

## Properties
HOMO-LUMO gap, eV: 9.587
Highest occupied orbital energy, eV: -9.29
Lowest unoccupied orbital energy, eV: 0.301
SMILES: O=COc1ncco1

Structure (ORCA input):
```
! RIJCOSX wB97M-V def2-TZVPD def2/J DEFGRID3
* xyz 0 1
C -2.30 -0.01 -0.06
C -0.12 -0.72 -0.26
C 1.88 -0.34 0.44
C 1.51 0.78 -0.28
H -3.38 -0.04 -0.44
H 2.79 -0.44 1.05
H 1.87 1.78 -0.41
N 0.77 -1.22 0.48
O -1.94 0.75 0.88
O -1.40 -1.09 -0.57
O 0.31 0.55 -0.83
*
```

We find version 1 to be the most stable, with the next structure 22.5 kJ/mol higher.

Version 1
Computed, not measured: 3 unconnected molecules or ions with the total composition C2H8N3O, with wB97M-V/def2-TZVPD.

## Properties
HOMO-LUMO gap, eV: 6.973
Highest occupied orbital energy, eV: -11.53
Lowest unoccupied orbital energy, eV: -4.562

Structure (ORCA input):
```
! RIJCOSX wB97M-V def2-TZVPD def2/J DEFGRID3
* xyz 1 1
C 4.51 -0.84 -0.54
C 1.87 1.67 0.66
N 1.74 0.52 0.23
N 2.30 2.76 0.79
N -7.55 -1.08 -0.07
O 3.41 -1.29 -0.34
H 5.40 -1.34 -0.83
H 4.79 0.29 -0.37
H -7.65 -0.55 -0.99
H 0.78 0.09 0.09
H 2.40 3.20 1.70
H 2.56 -0.28 -0.13
H -8.05 -1.97 -0.20
H -6.52 -1.20 -0.01
*
```

Version 2
Computed, not measured: a gas-phase ion, C2H8N3O (charge +1), with wB97M-V/def2-TZVPD.

## Properties
HOMO-LUMO gap, eV: 8.384
Highest occupied orbital energy, eV: -14.68
Lowest unoccupied orbital energy, eV: -6.295
SMILES: NC[N+](=O)CN

Structure (ORCA input):
```
! RIJCOSX wB97M-V def2-TZVPD def2/J DEFGRID3
* xyz 1 1
C -1.14 -0.46 -0.24
C 1.56 0.32 -0.59
N 0.18 0.76 -0.36
N -2.26 -0.02 0.34
N 1.82 -0.47 0.66
O -0.14 1.82 0.09
H -1.35 -0.92 -1.14
H -0.66 -1.24 0.32
H 1.74 -0.46 -1.31
H 2.40 1.15 -0.75
H -2.99 0.22 -0.28
H -2.28 0.51 1.21
H 1.39 -1.40 0.68
H 1.73 0.19 1.39
*
```

We find version 1 to be the most stable, with the next structure 169.4 kJ/mol higher.